A molecular structure, C32H32BN11O2W at a distorted geometry, computed with ωB97M-V/def2-TZVPD.

Last column: Mulliken charge in e.
Element x y z (Å)
W1 -1.256 0.719 0.829  1.03
C1 2.048 -1.062 1.875  -1.15
C2 1.332 0.076 2.508  0.58
C3 1.800 1.072 3.341  -1.31
C4 0.706 1.882 3.623  -0.09
N1 -0.379 1.382 3.039  1.22
N2 -0.009 0.232 2.329  -0.61
B1 -1.901 2.068 3.226  -0.22
N3 -2.892 0.894 3.116  0.67
C5 -3.958 0.599 3.865  0.04
C6 -4.617 -0.473 3.293  -1.50
C7 -3.901 -0.797 2.151  0.79
C8 -4.202 -1.877 1.173  -1.51
N4 -2.841 0.037 2.038  -0.51
N5 -2.088 3.014 1.981  1.04
C9 -1.998 4.335 1.854  0.23
C10 -2.170 4.679 0.516  -1.38
C11 -2.325 3.498 -0.167  0.68
C12 -2.530 3.246 -1.618  -1.19
N6 -2.307 2.452 0.713  -0.75
N7 -1.922 2.732 4.533  0.60
C13 -1.802 2.121 5.755  -0.48
C14 -1.805 3.097 6.702  -1.17
C15 -1.925 4.318 5.982  0.64
C16 -1.994 5.702 6.534  -1.25
N8 -1.987 4.091 4.686  -0.97
H1 3.082 -0.794 1.667  0.38
H2 1.558 -1.368 0.949  0.21
H3 2.054 -1.920 2.550  0.32
H4 2.808 1.201 3.700  0.52
H5 0.638 2.769 4.236  0.55
H6 -4.184 1.170 4.752  0.59
H7 -5.508 -0.955 3.657  0.52
H8 -5.154 -2.338 1.423  0.46
H9 -3.443 -2.661 1.207  0.34
H10 -4.286 -1.485 0.158  0.39
H11 -1.848 4.935 2.738  0.69
H12 -2.178 5.675 0.106  0.53
H13 -1.920 3.923 -2.213  0.38
H14 -3.574 3.418 -1.885  0.33
H15 -2.282 2.216 -1.880  0.15
H16 -1.718 1.049 5.848  0.61
H17 -1.735 2.974 7.770  0.46
H18 -1.769 5.703 7.598  0.38
H19 -2.992 6.118 6.398  0.29
H20 -1.287 6.359 6.029  0.33
C17 5.355 -7.079 -6.750  -0.84
O1 5.511 -6.066 -5.717  -0.34
C18 4.696 -5.072 -5.619  0.88
C19 5.004 -4.147 -4.562  -0.88
C20 4.233 -3.059 -4.375  -0.26
C21 3.096 -2.841 -5.232  0.43
C22 2.808 -3.767 -6.291  -0.44
C23 3.581 -4.864 -6.479  -0.33
N9 2.298 -1.804 -5.154  -0.82
N10 2.464 -0.825 -4.358  -0.07
C24 1.947 -0.309 -3.290  0.27
C25 2.474 0.975 -2.859  -0.62
C26 1.950 1.652 -1.814  -1.22
C27 0.842 1.097 -1.105  1.15
O2 0.246 1.672 -0.095  -0.57
C28 0.283 -0.117 -1.494  0.34
N11 -0.809 -0.500 -0.734  0.12
C29 -1.411 -1.680 -1.084  -0.15
C30 -0.963 -2.456 -2.109  -0.98
C31 0.168 -2.079 -2.866  -0.30
C32 0.803 -0.900 -2.560  0.66
H21 6.158 -7.783 -6.573  0.25
H22 5.463 -6.622 -7.731  0.39
H23 4.390 -7.569 -6.641  0.38
H24 5.875 -4.350 -3.956  0.47
H25 4.470 -2.338 -3.604  0.46
H26 1.962 -3.563 -6.936  0.49
H27 3.363 -5.556 -7.279  0.48
H28 3.303 1.376 -3.426  0.54
H29 2.345 2.611 -1.503  0.59
H30 -2.264 -1.967 -0.490  0.02
H31 -1.484 -3.376 -2.333  0.49
H32 0.504 -2.717 -3.667  0.53

<S²>   0.7809
Net charge   +3
2S+1   2
Relative energy (zero: lowest compared OMol25 entry of this formula, charge and spin)   17.2 kcal/mol
Electronic energy   -56667.26179 eV
Frontier orbital gap (alpha / beta)   0.20345 / 0.20410 hartree

=====

C32H32N4O3 in the gas phase, computed with ωB97M-V/def2-TZVPD.

Last column: Mulliken charge in e.
Element x y z (Å)
C1 -4.648 0.838 -1.717  -0.90
O1 -3.439 0.118 -1.808  -0.46
C2 -2.240 0.775 -1.799  0.05
C3 -1.180 0.031 -2.310  -0.31
C4 0.114 0.521 -2.353  -0.35
C5 1.301 -0.329 -2.784  0.92
C6 0.893 -1.739 -3.120  -0.74
C7 0.606 -2.093 -4.440  -0.52
N1 0.354 -2.408 -5.518  -0.63
C8 0.701 -2.631 -2.113  0.92
N2 0.254 -3.925 -2.297  -0.57
N3 1.095 -2.298 -0.819  0.53
N4 0.800 -3.148 0.234  -0.69
C9 -0.504 -3.135 0.740  -0.45
C10 -1.298 -1.997 0.622  0.76
C11 -2.568 -1.989 1.167  -0.59
C12 -3.052 -3.096 1.845  -0.78
C13 -2.255 -4.221 1.975  -0.51
C14 -0.989 -4.248 1.421  -0.64
C15 2.036 -1.302 -0.634  0.94
C16 2.257 -0.397 -1.613  -0.57
C17 3.357 0.553 -1.541  0.71
O2 3.614 1.334 -2.438  -0.69
C18 4.203 0.490 -0.284  -1.42
C19 3.418 0.051 0.953  2.39
C20 2.324 1.069 1.282  -1.83
C21 4.364 -0.075 2.149  -2.33
C22 2.791 -1.317 0.654  -1.62
C23 0.334 1.820 -1.916  -0.73
C24 -0.700 2.566 -1.386  -0.56
C25 -1.989 2.056 -1.287  0.58
O3 -3.028 2.747 -0.700  -0.41
C26 -2.705 3.787 0.196  -0.89
C27 -1.813 3.347 1.332  0.42
C28 -0.928 4.239 1.923  -0.61
C29 -0.123 3.832 2.971  -0.60
C30 -0.186 2.528 3.432  -0.41
C31 -1.062 1.633 2.844  -0.38
C32 -1.875 2.043 1.804  -0.19
H1 -4.852 1.168 -0.695  0.23
H2 -4.648 1.708 -2.378  0.31
H3 -5.424 0.141 -2.034  0.35
H4 -1.420 -0.956 -2.673  0.57
H5 1.800 0.154 -3.630  1.03
H6 -0.100 -4.096 -3.227  0.31
H7 -0.345 -4.295 -1.572  0.15
H8 1.233 -4.064 0.177  0.27
H9 -0.927 -1.129 0.098  0.24
H10 -3.185 -1.112 1.052  0.40
H11 -4.044 -3.083 2.269  0.43
H12 -2.623 -5.089 2.503  0.38
H13 -0.369 -5.129 1.516  0.39
H14 5.011 -0.223 -0.479  0.41
H15 4.662 1.468 -0.132  0.43
H16 1.613 1.165 0.465  0.11
H17 1.778 0.768 2.173  0.44
H18 2.761 2.048 1.466  0.57
H19 4.812 0.889 2.379  0.44
H20 5.164 -0.782 1.940  0.49
H21 3.823 -0.419 3.028  0.39
H22 3.580 -2.076 0.596  0.37
H23 2.117 -1.607 1.462  0.62
H24 1.320 2.252 -1.982  0.61
H25 -0.487 3.559 -1.027  0.40
H26 -2.263 4.643 -0.333  0.36
H27 -3.677 4.106 0.591  0.39
H28 -0.872 5.256 1.561  0.40
H29 0.560 4.535 3.427  0.39
H30 0.447 2.213 4.249  0.41
H31 -1.118 0.612 3.195  0.46
H32 -2.562 1.345 1.350  0.40

Structure (SMILES)   COc1cc([C@@H]2C(C#N)=C(N)N(Nc3ccccc3)C3=C2C(=O)CC(C)(C)C3)ccc1OCc1ccccc1
Relative energy (zero: lowest compared OMol25 entry of this formula, charge and spin)   0.0 kcal/mol
Electronic energy   -45805.60592 eV
Frontier orbital gap   0.31063 hartree

=====

A molecular structure, C32H33As2N4Ru at a distorted geometry, computed with ωB97M-V/def2-TZVPD.

Last column: Mulliken charge in e.
Element x y z (Å)
Ru1 -0.128 0.793 1.110  0.06
C1 -1.695 4.188 1.513  -1.19
As1 -0.017 3.288 1.138  0.92
C2 0.728 4.425 -0.249  -1.25
C3 1.124 3.703 2.646  0.28
C4 1.107 4.927 3.306  -0.54
C5 2.002 5.169 4.338  -0.76
C6 2.924 4.199 4.708  -0.70
C7 2.950 2.977 4.053  -0.82
C8 2.046 2.728 3.026  0.30
As2 1.995 1.043 2.084  1.04
C9 2.388 -0.338 3.379  -1.22
C10 3.490 1.012 0.864  -1.15
H1 -1.546 5.264 1.579  0.42
H2 -2.111 3.823 2.450  0.40
H3 -2.389 3.977 0.701  0.43
H4 0.835 5.435 0.146  0.46
H5 0.064 4.448 -1.112  0.47
H6 1.710 4.059 -0.543  0.39
H7 0.398 5.696 3.025  0.36
H8 1.982 6.119 4.855  0.43
H9 3.622 4.394 5.511  0.44
H10 3.670 2.224 4.353  0.38
H11 3.418 -0.260 3.725  0.49
H12 2.239 -1.303 2.897  0.38
H13 1.713 -0.240 4.227  0.43
H14 4.402 1.257 1.407  0.48
H15 3.333 1.738 0.069  0.37
H16 3.571 0.014 0.436  0.39
N1 1.342 -8.000 -4.132  -0.43
C11 1.166 -7.029 -3.546  -0.23
C12 0.944 -5.810 -2.816  0.55
C13 1.994 -4.917 -2.618  -0.96
C14 1.773 -3.740 -1.927  -0.19
C15 0.511 -3.452 -1.408  -1.08
C16 -0.531 -4.359 -1.600  -0.34
C17 -0.322 -5.528 -2.309  -0.93
C18 0.280 -2.197 -0.652  1.78
C19 0.551 -0.979 -1.302  -0.63
C20 0.909 -0.827 -2.665  -0.32
C21 1.087 0.520 -2.900  -1.61
C22 0.830 1.164 -1.683  -0.73
N2 0.498 0.293 -0.722  1.46
C23 -0.208 -2.300 0.649  -0.29
C24 -0.461 -3.465 1.419  -0.35
C25 -0.969 -3.049 2.632  -1.12
C26 -1.002 -1.646 2.582  -0.90
N3 -0.549 -1.186 1.408  0.69
H17 2.976 -5.150 -3.007  0.49
H18 2.591 -3.049 -1.768  0.55
H19 -1.517 -4.136 -1.211  0.60
H20 -1.132 -6.225 -2.473  0.49
H21 1.004 -1.629 -3.378  0.74
H22 1.366 0.994 -3.826  0.56
H23 0.868 2.219 -1.470  0.35
H24 -0.277 -4.480 1.107  0.71
H25 -1.273 -3.666 3.462  0.52
H26 -1.329 -0.965 3.358  0.55
N4 -3.236 -0.460 -0.384  -0.30
C27 -3.650 -0.272 -1.625  0.47
C28 -5.050 -0.297 -1.933  -0.72
C29 -5.451 -0.102 -3.219  -0.57
C30 -4.496 0.125 -4.232  -0.68
C31 -3.119 0.157 -3.938  -0.45
C32 -2.687 -0.034 -2.662  0.30
H27 -3.879 -0.729 0.348  0.17
H28 -2.246 -0.540 -0.188  0.33
H29 -5.768 -0.476 -1.143  0.37
H30 -6.503 -0.125 -3.468  0.41
H31 -4.828 0.276 -5.250  0.39
H32 -2.404 0.331 -4.731  0.42
H33 -1.629 -0.019 -2.417  0.26

<S²>   0.7611
Net charge   +2
2S+1   2
Relative energy (zero: lowest compared OMol25 entry of this formula, charge and spin)   32.3 kcal/mol
Electronic energy   -163922.83665 eV
Frontier orbital gap (alpha / beta)   0.14032 / 0.11239 hartree